Version 1
Below is a cluster of 2 separate species, C3H10NOPS in total, with properties calculated with wB97M-V/def2-TZVPD.

Last columns: bonded neighbours and bond lengths (Å).
CARTESIAN COORDINATES (ANGSTROEM)
1 C -1.145 -0.516 1.876  C2 1.531, H8 1.087, H9 1.087, H10 1.088
2 C 0.163 -0.614 1.087  C1 1.531, C3 1.493, H11 1.095, H12 1.090
3 C 0.299 0.502 0.104  C2 1.493, H13 1.081, H14 1.079
4 N 1.897 0.486 -3.106  P6 1.680, H15 1.015, H16 1.013
5 O 0.282 -1.370 -2.542  P6 1.617, H17 0.961
6 P 1.537 -0.599 -1.875  N4 1.680, O5 1.617, S7 1.946
7 S 3.002 -1.816 -1.475  P6 1.946
8 H -1.206 -1.329 2.594  C1 1.087
9 H -1.205 0.426 2.416  C1 1.087
10 H -2.001 -0.586 1.207  C1 1.088
11 H 0.166 -1.576 0.564  C2 1.095
12 H 1.012 -0.614 1.770  C2 1.090
13 H -0.604 0.779 -0.421  C3 1.081
14 H 0.932 1.332 0.372  C3 1.079
15 H 1.169 1.162 -3.314  N4 1.015
16 H 2.807 0.923 -3.011  N4 1.013
17 H 0.330 -2.324 -2.437  O5 0.961

**Orbital gap**: 8.38 eV
**HOMO level**: -8.285 eV
**Net charge**: 0
**2S+1**: 1

For each atom in turn, the natural (NBO) charge in e is: number 1, C, carries -0.60; number 2, C, carries -0.47; number 3, C, carries -0.41; number 4, N, carries -1.17; number 5, O, carries -1.01; number 6, P, carries 1.50; number 7, S, carries -0.61; number 8, H, carries 0.21; number 9, H, carries 0.20; number 10, H, carries 0.20; number 11, H, carries 0.22; number 12, H, carries 0.21; number 13, H, carries 0.19; number 14, H, carries 0.20; number 15, H, carries 0.40; number 16, H, carries 0.41; number 17, H, carries 0.52


Version 2
Below is an isolated molecule of C3H10NOPS, with properties calculated with wB97M-V/def2-TZVPD.

Last columns: bonded neighbours and bond lengths (Å).
CARTESIAN COORDINATES (ANGSTROEM)
1 C 1.379 1.855 -0.897  N2 1.486, H8 1.118, H9 1.139, H10 1.051
2 N 0.184 1.016 -0.617  C1 1.486, P3 1.734, H11 1.059
3 P 0.155 -0.423 0.351  N2 1.734, C4 1.971, O5 1.481, S6 2.066
4 C 1.040 -1.905 -0.599  P3 1.971, H12 1.069, H13 1.089, H14 1.019
5 O 0.436 -0.358 1.804  P3 1.481
6 S -1.784 -1.071 0.056  P3 2.066, C7 1.794
7 C -2.190 -1.172 1.800  S6 1.794, H15 1.130, H16 1.049, H17 1.080
8 H 1.905 1.416 -1.780  C1 1.118
9 H 1.024 2.909 -1.141  C1 1.139
10 H 2.046 1.960 -0.092  C1 1.051
11 H -0.270 0.564 -1.461  N2 1.059
12 H 0.902 -1.775 -1.652  C4 1.069
13 H 2.100 -2.125 -0.482  C4 1.089
14 H 0.470 -2.575 -0.085  C4 1.019
15 H -1.375 -1.774 2.301  C7 1.130
16 H -3.176 -1.525 1.858  C7 1.049
17 H -2.257 -0.153 2.151  C7 1.080

**Orbital gap**: 9.89 eV
**HOMO level**: -9.231 eV
**Net charge**: 0
**2S+1**: 1

For each atom in turn, the natural (NBO) charge in e is: number 1, C, carries -0.41; number 2, N, carries -0.95; number 3, P, carries 1.85; number 4, C, carries -0.94; number 5, O, carries -1.08; number 6, S, carries -0.13; number 7, C, carries -0.72; number 8, H, carries 0.19; number 9, H, carries 0.21; number 10, H, carries 0.22; number 11, H, carries 0.38; number 12, H, carries 0.22; number 13, H, carries 0.24; number 14, H, carries 0.23; number 15, H, carries 0.25; number 16, H, carries 0.22; number 17, H, carries 0.23


Last place for stability: version 1


Version 1
Below is a cluster of 2 separate species, C2H4OS3 in total, with properties calculated with wB97M-V/def2-TZVPD.

Last columns: bonded neighbours and bond lengths (Å).
CARTESIAN COORDINATES (ANGSTROEM)
1 C 0.738 0.772 0.622  C2 1.481, S4 1.653, H7 1.119
2 C 1.534 -0.112 -0.258  C1 1.481, H8 1.129, H9 1.190, H10 1.139
3 O -2.098 -1.775 0.586  S6 1.455
4 S 0.601 2.366 0.203  C1 1.653
5 S -2.962 0.597 -0.888  S6 1.954
6 S -3.234 -1.164 -0.086  O3 1.455, S5 1.954
7 H -0.041 0.357 1.311  C1 1.119
8 H 2.653 -0.007 -0.151  C2 1.129
9 H 1.421 0.159 -1.412  C2 1.190
10 H 1.388 -1.192 0.072  C2 1.139

**Orbital gap**: 6.40 eV
**HOMO level**: -8.588 eV
**Net charge**: 0
**2S+1**: 1

For each atom in turn, the natural (NBO) charge in e is: number 1, C, carries -0.24; number 2, C, carries -0.72; number 3, O, carries -0.82; number 4, S, carries 0.01; number 5, S, carries -0.24; number 6, S, carries 1.06; number 7, H, carries 0.22; number 8, H, carries 0.25; number 9, H, carries 0.26; number 10, H, carries 0.23


Version 2
Below is a cluster of 2 separate species, C2H4OS3 in total, with properties calculated with wB97M-V/def2-TZVPD.

Last columns: bonded neighbours and bond lengths (Å).
CARTESIAN COORDINATES (ANGSTROEM)
1 C -0.087 1.253 -0.893  C2 1.502, S5 1.640, H7 1.044
2 C -0.749 -0.055 -1.220  C1 1.502, H8 1.073, H9 1.013, H10 1.057
3 O 0.751 -2.395 1.992  S6 1.459
4 S 1.272 0.241 2.482  S6 1.905
5 S 1.452 1.718 -1.216  C1 1.640
6 S 0.672 -1.457 3.105  O3 1.459, S4 1.905
7 H -0.627 1.992 -0.390  C1 1.044
8 H -0.522 -0.770 -0.454  C2 1.073
9 H -0.369 -0.524 -2.033  C2 1.013
10 H -1.793 -0.004 -1.373  C2 1.057

**Orbital gap (spin up / spin down)**: 6.56 / 6.56 eV
**HOMO level (spin up / spin down)**: -8.664 / -8.664 eV
**Net charge**: 0
**2S+1**: 1

For each atom in turn, the natural (NBO) charge in e is: number 1, C, carries -0.22; number 2, C, carries -0.69; number 3, O, carries -0.82; number 4, S, carries -0.23; number 5, S, carries 0.02; number 6, S, carries 1.05; number 7, H, carries 0.18; number 8, H, carries 0.25; number 9, H, carries 0.23; number 10, H, carries 0.22


Last place for stability: version 1